[1]
Molecular formula: C13H38O8
Method: DFT, the ωB97M-V functional and the def2-TZVPD basis

Computed properties:
Energy above the lowest of the compared OMol25 structures with the same formula, charge and spin, kJ/mol: 364.22
Multiplicity: 1
HOMO, Eh: -0.346
Gap between HOMO and LUMO, eV: 9.91
Molecular weight, g mol⁻¹: 322.44
LUMO, eV: 0.5

Each atom is followed by the atoms it is bonded to, with distances in Å.
Element x y z (Å)
1 C -3.378 3.679 0.254  C2 1.491, C5 1.464, H6 1.090, H7 1.090
2 C -2.244 2.728 0.430  C1 1.491, C3 1.494, H8 1.090, H9 1.090
3 C -2.769 1.428 -0.083  C2 1.494, O4 1.445, H10 1.090, H11 1.090
4 O -3.970 1.808 -0.789  C3 1.445, C5 1.411
5 C -4.049 3.207 -0.958  C1 1.464, O4 1.411, H12 1.090, H13 1.090
6 H -3.084 4.722 0.132  C1 1.090
7 H -4.011 3.707 1.141  C1 1.090
8 H -1.836 2.682 1.440  C2 1.090
9 H -1.381 3.051 -0.153  C2 1.090
10 H -2.937 0.771 0.770  C3 1.090
11 H -2.062 0.923 -0.741  C3 1.090
12 H -5.096 3.505 -1.018  C5 1.090
13 H -3.510 3.465 -1.870  C5 1.090
14 C 3.631 0.731 2.788  O15 1.443, H20 1.090, H21 1.090, H22 1.090
15 O 2.287 0.652 2.267  C14 1.443, C16 1.386
16 C 1.966 1.891 1.737  O15 1.386, C17 1.562, H23 1.090, H24 1.090
17 C 2.573 2.089 0.311  C16 1.562, O18 1.485, H25 1.090, H26 1.090
18 O 2.089 1.068 -0.652  C17 1.485, C19 1.423
19 C 2.648 1.128 -1.959  O18 1.423, H27 1.090, H28 1.090, H29 1.090
20 H 4.355 0.984 2.014  C14 1.090
21 H 3.768 -0.311 3.078  C14 1.090
22 H 3.782 1.342 3.678  C14 1.090
23 H 2.321 2.729 2.337  C16 1.090
24 H 0.898 1.923 1.521  C16 1.090
25 H 3.663 2.079 0.298  C17 1.090
26 H 2.270 3.078 -0.032  C17 1.090
27 H 2.495 2.117 -2.391  C19 1.090
28 H 2.123 0.366 -2.535  C19 1.090
29 H 3.699 0.854 -1.872  C19 1.090
30 C 1.487 -3.926 3.323  O31 1.402, H32 1.090, H33 1.090, H34 1.090
31 O 1.116 -3.881 1.971  C30 1.402, H35 0.960
32 H 2.094 -3.070 3.615  C30 1.090
33 H 0.675 -3.876 4.049  C30 1.090
34 H 2.046 -4.839 3.529  C30 1.090
35 H 0.783 -2.993 1.821  O31 0.960
36 C -2.386 -1.506 2.613  O37 1.414, H38 1.090, H39 1.090, H40 1.090
37 O -3.755 -1.154 2.682  C36 1.414, H41 0.960
38 H -2.107 -1.965 1.664  C36 1.090
39 H -1.818 -0.583 2.734  C36 1.090
40 H -2.208 -2.244 3.394  C36 1.090
41 H -3.940 -0.577 3.426  O37 0.960
42 C -0.954 -0.035 -3.897  O43 1.380, H44 1.090, H45 1.090, H46 1.090
43 O -1.218 -1.331 -4.292  C42 1.380, H47 0.960
44 H -1.736 0.291 -3.211  C42 1.090
45 H -0.037 0.008 -3.308  C42 1.090
46 H -0.895 0.650 -4.744  C42 1.090
47 H -0.728 -1.949 -3.745  O43 0.960
48 C 1.303 -3.262 -3.833  O49 1.401, H50 1.090, H51 1.090, H52 1.090
49 O 0.368 -3.109 -2.800  C48 1.401, H53 0.960
50 H 1.749 -4.254 -3.901  C48 1.090
51 H 0.858 -3.004 -4.794  C48 1.090
52 H 2.108 -2.541 -3.687  C48 1.090
53 H 0.723 -3.565 -2.033  O49 0.960
54 C 0.238 -1.086 -0.275  O55 1.409, H56 1.090, H57 1.090, H58 1.090
55 O 0.567 -1.185 1.092  C54 1.409, H59 0.960
56 H 1.103 -1.266 -0.913  C54 1.090
57 H -0.600 -1.734 -0.531  C54 1.090
58 H -0.064 -0.051 -0.431  C54 1.090
59 H 0.990 -0.360 1.344  O55 0.960

---

[2]
Molecular formula: C7H12Cl2O3S
Method: DFT, the ωB97M-V functional and the def2-TZVPD basis

Computed properties:
Energy above the lowest of the compared OMol25 structures with the same formula, charge and spin, kJ/mol: 421.10
Multiplicity: 1
HOMO, Eh: -0.373
Gap between HOMO and LUMO, eV: 10.62
Molecular weight, g mol⁻¹: 247.14
LUMO, eV: 0.5

Each atom is followed by the atoms it is bonded to, with distances in Å.
Element x y z (Å)
1 C -0.871 -0.154 2.752  C2 1.668, H14 1.169, H15 1.194, H16 1.181
2 C 0.547 -0.344 1.894  C1 1.668, Cl3 1.892, C4 1.634, H17 1.170
3 Cl 1.868 -0.556 3.233  C2 1.892
4 C 0.992 0.980 1.048  C2 1.634, Cl5 1.871, C6 1.640, H18 1.194
5 Cl 0.651 2.605 1.911  C4 1.871
6 C 0.398 1.088 -0.477  C4 1.640, C7 1.635, C13 1.667, H19 1.196
7 C -1.157 0.617 -0.662  C6 1.635, C8 1.634, H20 1.186, H21 1.194
8 C -1.397 -0.958 -1.025  C7 1.634, O9 1.501, H22 1.195, H23 1.181
9 O -1.353 -1.256 -2.495  C8 1.501, S10 1.702
10 S 0.240 -1.189 -3.091  O9 1.702, O11 1.579, O12 1.739
11 O 0.608 -2.532 -3.836  S10 1.579
12 O 1.339 -1.010 -1.755  S10 1.739, C13 1.467
13 C 1.443 0.446 -1.605  C6 1.667, O12 1.467, H24 1.182, H25 1.194
14 H -1.829 -0.205 2.083  C1 1.169
15 H -0.920 -1.113 3.463  C1 1.194
16 H -0.837 0.770 3.486  C1 1.181
17 H 0.561 -1.354 1.302  C2 1.170
18 H 2.179 0.925 0.938  C4 1.194
19 H 0.404 2.257 -0.729  C6 1.196
20 H -1.768 1.009 0.275  C7 1.186
21 H -1.587 1.241 -1.585  C7 1.194
22 H -2.530 -1.192 -0.725  C8 1.195
23 H -0.759 -1.722 -0.390  C8 1.181
24 H 2.574 0.684 -1.354  C13 1.182
25 H 1.207 0.963 -2.655  C13 1.194

---

[3]
Molecular formula: C3H8NS2
Method: DFT, the ωB97M-V functional and the def2-TZVPD basis

Computed properties:
Total charge: +2
Multiplicity: 2
HOMO (spin up / spin down), Eh: -0.674 / -0.674
Gap between HOMO and LUMO (spin up / spin down), eV: 8.71 / 4.74
Molecular weight, g mol⁻¹: 122.24
LUMO (spin up / spin down), eV: -9.6 / -13.6

Each atom is followed by the atoms it is bonded to, with distances in Å.
Element x y z (Å)
1 C -0.722 -1.668 0.107  C2 1.322, N4 1.433, H5 1.080
2 C -0.664 -1.901 -1.193  C1 1.322, H6 1.080, H7 1.080
3 C -0.357 -0.005 1.824  N4 1.275, H8 1.083, H9 1.085
4 N -0.471 -0.347 0.601  C1 1.433, C3 1.275, H10 1.035
5 H -0.962 -2.375 0.887  C1 1.080
6 H -0.408 -1.128 -1.903  C2 1.080
7 H -0.931 -2.892 -1.529  C2 1.080
8 H -0.184 1.034 2.074  C3 1.083
9 H -0.373 -0.743 2.620  C3 1.085
10 H -0.134 0.325 -0.111  N4 1.035
11 S 0.443 2.099 -1.621  S12 2.079, H13 1.354
12 S 1.365 3.382 -0.270  S11 2.079, H14 1.355
13 H 1.629 1.726 -2.156  S11 1.354
14 H 1.769 2.492 0.669  S12 1.355

---

[4]
Molecular formula: C5H20N11O8
Method: DFT, the ωB97M-V functional and the def2-TZVPD basis

Computed properties:
Energy above the lowest of the compared OMol25 structures with the same formula, charge and spin, kJ/mol: 199.96
Total charge: -1
Multiplicity: 1
HOMO, Eh: -0.256
Gap between HOMO and LUMO, eV: 9.26
Molecular weight, g mol⁻¹: 362.28
LUMO, eV: 2.3

Each atom is followed by the atoms it is bonded to, with distances in Å.
Element x y z (Å)
1 N -16.523 -4.217 -5.396  O2 1.205, O3 1.276, O4 1.220
2 O -15.915 -4.423 -4.375  N1 1.205
3 O -16.887 -3.034 -5.702  N1 1.276
4 O -16.858 -5.078 -6.192  N1 1.220
5 C -14.419 -7.869 -5.608  O6 1.180, N7 1.308, N8 1.336
6 O -13.788 -8.866 -5.577  C5 1.180
7 N -14.678 -7.267 -6.740  C5 1.308, H9 1.010, H10 1.010
8 N -14.872 -7.255 -4.512  C5 1.336, H11 1.010, H12 1.010
9 H -14.298 -7.746 -7.543  N7 1.010
10 H -15.441 -6.605 -6.754  N7 1.010
11 H -14.762 -7.826 -3.686  N8 1.010
12 H -15.128 -6.279 -4.469  N8 1.010
13 C -14.176 0.207 -5.387  O14 1.218, N15 1.289, N16 1.309
14 O -14.476 0.379 -6.555  C13 1.218
15 N -14.946 -0.350 -4.516  C13 1.289, H17 1.010, H18 1.010
16 N -13.098 0.752 -4.881  C13 1.309, H19 1.010, H20 1.010
17 H -15.690 -0.911 -4.905  N15 1.010
18 H -14.797 -0.277 -3.520  N15 1.010
19 H -12.591 1.362 -5.506  N16 1.010
20 H -12.816 0.660 -3.916  N16 1.010
21 C -18.530 -3.139 -1.956  O22 1.194, N23 1.323, N24 1.330
22 O -19.362 -2.968 -1.116  C21 1.194
23 N -17.261 -3.491 -1.826  C21 1.323, H25 1.010, H26 1.010
24 N -18.822 -2.889 -3.229  C21 1.330, H27 1.010, H28 1.010
25 H -16.871 -3.601 -0.900  N23 1.010
26 H -16.733 -3.675 -2.667  N23 1.010
27 H -19.766 -2.548 -3.341  N24 1.010
28 H -18.108 -2.789 -3.936  N24 1.010
29 C -17.765 -1.556 -8.917  O30 1.255, N31 1.319, N32 1.322
30 O -17.981 -1.168 -10.090  C29 1.255
31 N -17.582 -2.809 -8.549  C29 1.319, H33 1.010, H34 1.010
32 N -17.565 -0.819 -7.837  C29 1.322, H35 1.010, H36 1.010
33 H -17.299 -2.896 -7.584  N31 1.010
34 H -17.452 -3.471 -9.301  N31 1.010
35 H -17.426 -1.305 -6.963  N32 1.010
36 H -17.765 0.151 -8.035  N32 1.010
37 C -12.131 -4.189 -3.720  O38 1.169, N39 1.295, N40 1.308
38 O -10.967 -4.244 -3.621  C37 1.169
39 N -12.807 -3.134 -4.046  C37 1.295, H41 1.010, H42 1.010
40 N -12.870 -5.261 -3.603  C37 1.308, H43 1.010, H44 1.010
41 H -12.331 -2.245 -4.104  N39 1.010
42 H -13.805 -2.995 -3.970  N39 1.010
43 H -13.780 -5.265 -4.041  N40 1.010
44 H -12.505 -6.101 -3.178  N40 1.010

---

[5]
Molecular formula: C5H14NO2S2
Method: DFT, the ωB97M-V functional and the def2-TZVPD basis

Computed properties:
Energy above the lowest of the compared OMol25 structures with the same formula, charge and spin, kJ/mol: 545.49
Total charge: +1
Multiplicity: 1
HOMO, Eh: -0.475
Gap between HOMO and LUMO, eV: 6.29
Molecular weight, g mol⁻¹: 184.31
LUMO, eV: -6.6

Each atom is followed by the atoms it is bonded to, with distances in Å.
Element x y z (Å)
1 C 1.932 4.862 0.023  C3 1.356, H11 1.146, H13 1.084
2 C 0.082 -3.533 1.077  O7 1.409, H14 1.004, H15 1.125, H16 1.197
3 C 0.972 3.963 -0.304  C1 1.356, H17 1.057, H18 1.179
4 C -0.233 -2.084 -0.842  C5 1.529, O7 1.437, H19 1.114, H20 1.138
5 C 0.466 -0.866 -1.445  C4 1.529, O8 1.475, H21 1.035, H22 1.061
6 N 0.088 0.888 0.270  O8 1.336, S9 1.561
7 O 0.335 -2.292 0.461  C2 1.409, C4 1.437
8 O -0.179 0.355 -0.926  C5 1.475, N6 1.336
9 S 1.077 0.343 1.349  N6 1.561, H23 1.446
10 S -2.855 -0.032 0.440  H12 1.275, H24 1.291
11 H 1.864 5.995 -0.133  C1 1.146
12 H -3.728 -0.601 -0.294  S10 1.275
13 H 2.876 4.458 0.371  C1 1.084
14 H 0.235 -3.477 2.068  C2 1.004
15 H 0.617 -4.376 0.559  C2 1.125
16 H -1.006 -4.030 1.030  C2 1.197
17 H 1.107 3.011 0.134  C3 1.057
18 H -0.118 4.240 -0.661  C3 1.179
19 H -0.193 -2.907 -1.592  C4 1.114
20 H -1.348 -2.016 -0.627  C4 1.138
21 H 0.104 -0.812 -2.414  C5 1.035
22 H 1.511 -0.936 -1.280  C5 1.061
23 H 0.737 1.484 2.169  S9 1.446
24 H -2.404 0.846 -0.392  S10 1.291

---

- Which value of molecular weight does entry 1 give?
  322.44 g mol⁻¹